w | DFT (ωB97M-V/def2-TZVPD) results for an isolated molecule of CFNO2S2.

Last column: Löwdin charge in e.
Element x y z (Å)
S  -1.45162  -1.60299  0.72432  1.19
S  1.06250  0.87488  -0.01569  0.89
F  -2.75045  -1.54169  -0.48743  -0.36
O  -0.10372  -0.30844  0.08751  -0.88
O  -2.02042  -0.90054  1.79188  -0.34
N  3.24057  0.54067  -1.84762  0.08
C  2.29810  0.44021  -1.18085  -0.58

Its net charge is 0. Its multiplicity is 1. As for the HOMO energy: -9.3 eV.


x | DFT (ωB97M-V/def2-TZVPD) results for an isolated molecule of CFNO2S2.

Last column: Löwdin charge in e.
Element x y z (Å)
S  -1.76074  -0.45586  -1.59072  0.85
S  1.33061  -0.26945  1.93700  1.06
F  -0.51768  -0.25717  1.85230  -0.39
O  1.65412  -1.63316  1.63632  -0.39
O  1.40397  0.77457  0.62017  -0.38
N  0.50834  0.51822  -0.73613  0.09
C  -0.48413  -0.13243  -0.78244  -0.84

Its net charge is 0. Its multiplicity is 1. As for the HOMO energy (spin up / spin down): -10.2 / -10.2 eV.


Relative stability in kJ/mol, measured from the most stable structure: w 0.0; x 38.6


w | DFT (ωB97M-V/def2-TZVPD) results for a structure of composition C10H40O10.

Last column: Löwdin charge in e.
Element x y z (Å)
O  -10.31021  10.94750  -4.66510  -0.11
O  -15.11174  8.68500  -5.27179  0.01
O  -14.93534  12.87780  -4.82163  0.09
O  -15.89972  10.97008  -8.11040  -0.14
O  -13.56435  11.84016  -5.97774  -0.07
O  -13.91660  8.55987  -3.53814  -0.08
O  -10.64641  12.89771  -4.14246  -0.20
O  -12.63717  12.55669  -7.49244  -0.15
O  -15.85022  12.07934  -6.27073  -0.22
O  -11.80766  14.57358  -4.05886  -0.13
C  -10.90032  12.59684  -2.77507  -0.02
C  -11.54567  11.75728  -7.82677  -0.16
C  -13.92462  9.85794  -2.89283  -0.18
C  -17.07393  12.71284  -6.26024  -0.06
C  -10.86677  15.55175  -3.76203  -0.17
C  -15.22492  10.04113  -5.60075  -0.08
C  -14.48867  11.21512  -8.29770  -0.12
C  -9.31476  11.61413  -5.47002  -0.04
C  -15.29319  12.21591  -3.59065  -0.01
C  -12.54977  11.76462  -4.93431  0.02
H  -10.86112  11.84091  -6.98267  0.02
H  -13.55690  10.71498  -3.45707  0.00
H  -10.27431  15.82995  -4.63363  0.08
H  -14.47523  8.68445  -4.30887  -0.18
H  -11.03439  12.12409  -8.71679  0.09
H  -10.58651  10.11284  -5.05061  0.15
H  -11.36901  13.71984  -4.07657  -0.23
H  -14.46788  11.69121  -3.10934  0.04
H  -16.06137  11.45765  -3.74247  0.12
H  -14.37346  11.99516  -5.48488  -0.05
H  -12.96932  12.13727  -3.99985  0.07
H  -12.17701  10.74753  -4.81312  0.13
H  -13.18071  9.70739  -2.11051  0.09
H  -8.46317  10.95846  -5.65162  0.12
H  -11.70806  10.70411  -8.05603  0.09
H  -14.82447  10.67131  -4.80663  0.06
H  -16.25421  10.36848  -5.74738  0.13
H  -15.68813  12.88004  -2.82185  0.13
H  -14.28348  13.52047  -4.53242  0.19
H  -9.70966  11.87618  -6.45160  0.08
H  -13.13867  12.16509  -6.77359  -0.33
H  -10.26457  12.09089  -4.49579  -0.17
H  -14.23996  12.27597  -8.32699  0.10
H  -15.26563  12.50244  -5.63761  -0.28
H  -11.68720  12.34831  -5.25583  0.10
H  -17.43768  12.66063  -5.23406  0.09
H  -11.44214  16.41279  -3.42197  0.08
H  -16.08331  11.31838  -7.23485  -0.12
H  -14.69409  10.22749  -6.53434  0.09
H  -8.90194  12.46898  -4.93438  0.14
H  -14.01984  10.69603  -9.13367  0.10
H  -13.96314  10.97618  -7.37313  0.04
H  -11.96968  12.45563  -2.61814  0.09
H  -10.39454  11.65284  -2.57221  0.12
H  -14.84660  10.05286  -2.34506  0.10
H  -17.13354  13.74585  -6.60293  0.11
H  -10.23068  15.35436  -2.89916  0.07
H  -10.53219  13.38735  -2.12110  0.10
H  -15.63220  8.18233  -5.90270  0.16
H  -17.86762  12.20039  -6.80388  0.11

Its net charge is 0. Its multiplicity is 1. As for the HOMO energy: -7.8 eV.


x | DFT (ωB97M-V/def2-TZVPD) results for a cluster of 10 separate species, C10H40O10 in total.

Last column: Löwdin charge in e.
Element x y z (Å)
O  2.82969  -0.36518  0.05771  -0.15
O  2.07765  -3.21923  -0.83751  -0.16
O  -1.55453  -0.34553  0.17334  -0.16
O  -0.26229  -2.24385  -2.74221  -0.12
O  -3.09458  -2.01594  -1.62888  -0.13
O  0.72193  3.08657  3.85554  -0.10
O  1.94685  3.43493  -1.98004  -0.11
O  0.43896  0.00503  4.19476  -0.12
O  -2.13545  -0.35199  2.81593  -0.13
O  -0.63352  2.33795  -2.77953  -0.20
C  1.84171  -0.25839  3.98906  -0.10
C  3.08587  0.14992  -1.23709  -0.16
C  -4.17734  -2.84036  -1.22178  -0.14
C  -0.12246  -0.11001  0.08988  -0.12
C  -0.00940  3.86498  2.94832  -0.16
C  2.87832  -4.25865  -1.39866  -0.14
C  -3.32228  -0.82100  3.45980  -0.11
C  -2.02852  1.79380  -2.72327  -0.09
C  -0.42576  -1.46149  -3.90028  -0.16
C  2.30505  3.84635  -0.71937  -0.20
H  1.31400  2.52257  3.39706  0.04
H  2.56477  -1.29049  -0.10942  0.04
H  -0.42236  -2.05023  -4.85267  0.08
H  0.45856  -0.82238  -4.07137  0.09
H  1.85854  4.71086  -0.36227  0.06
H  2.26492  -0.49257  4.97885  0.09
H  -2.03996  0.67415  -2.71043  0.06
H  3.47137  -3.82145  -2.22167  0.08
H  -2.50029  2.32349  -3.53461  0.07
H  3.35558  4.08649  -0.74453  0.08
H  0.15486  0.89756  0.35252  0.07
H  -2.35819  2.17818  -1.74291  0.08
H  -0.55406  4.60890  3.50686  0.07
H  2.19395  0.36659  -1.86837  0.07
H  -0.05742  1.81438  -2.10661  0.08
H  -4.16728  -3.04991  -0.14881  0.07
H  1.04662  3.76302  -2.22712  0.09
H  3.79948  -0.50822  -1.76423  0.08
H  -1.13329  -2.57032  -2.52287  0.05
H  -1.38686  -0.98148  -3.98390  0.06
H  -1.37722  -0.26829  3.37916  0.04
H  0.32397  -0.72225  0.85111  0.07
H  0.60683  4.45104  2.23622  0.08
H  -1.69844  -0.37739  1.15411  0.04
H  2.26124  3.04649  -0.00325  0.06
H  -0.82543  3.31726  2.39845  0.10
H  0.37405  0.88303  4.48722  0.03
H  0.14676  -0.36099  -0.92379  0.06
H  -4.09593  -0.11004  3.13405  0.09
H  2.27679  -5.08207  -1.84097  0.09
H  -5.10744  -2.31223  -1.43550  0.08
H  3.48772  -4.57123  -0.59790  0.06
H  -4.14744  -3.83670  -1.64820  0.07
H  -2.87226  -1.46451  -0.88748  0.03
H  3.62077  1.12266  -1.03378  0.09
H  2.40793  0.55313  3.55052  0.08
H  1.89310  -1.12297  3.39892  0.06
H  -3.59295  -1.84403  3.09990  0.09
H  -3.28897  -0.90670  4.50713  0.06
H  1.38405  -2.98127  -1.50514  0.07

Its net charge is 0. Its multiplicity is 1. The SMILES is CO.CO.CO.CO.CO.CO.CO.CO.CO.CO. As for the HOMO energy: -9.8 eV.


Relative stability in kJ/mol, measured from the most stable structure: w 2293.5; x 0.0


w | DFT (ωB97M-V/def2-TZVPD) results for a structure of composition C10H40O10.

Last column: Löwdin charge in e.
Element x y z (Å)
O  -2.70484  2.19323  1.31084  -0.09
O  -0.40086  2.73489  -2.54204  -0.09
O  2.18980  -3.20019  2.06179  -0.07
O  1.75618  0.22571  1.80945  -0.20
O  -2.09656  0.63831  -0.22784  -0.24
O  1.69159  -0.05355  -0.21424  -0.15
O  -1.47101  -0.86757  -1.69962  -0.26
O  1.98275  -1.81752  -1.49996  -0.13
O  2.25687  3.92409  0.46834  -0.09
O  -1.02298  -3.97953  0.56211  -0.07
C  1.96274  -1.82370  1.86542  -0.15
C  -1.54960  1.86957  2.11023  -0.11
C  1.97646  -1.38520  -2.86573  -0.14
C  0.29742  0.01297  -0.29296  -0.13
C  3.07208  0.81512  1.68354  -0.02
C  -1.21723  -2.64081  0.23465  -0.19
C  -2.34334  -0.31204  0.86948  -0.07
C  -1.30132  1.73182  -2.13758  -0.14
C  -2.83578  -1.14491  -2.01824  -0.10
C  1.73501  2.75028  -0.07381  -0.17
H  -2.16321  1.50524  0.17910  0.01
H  -0.98075  2.71486  2.49752  0.11
H  2.13218  -1.31740  2.81571  0.10
H  -0.20038  -0.85994  0.12932  0.04
H  -0.87825  1.29241  1.47440  0.04
H  -3.42172  2.18920  1.94932  0.12
H  1.15677  2.30040  0.73324  0.06
H  1.87263  -2.23489  -3.54052  0.07
H  -1.67432  1.74658  -1.11349  0.06
H  -0.85371  0.76776  -2.37911  0.07
H  -3.26314  -0.42752  -2.71881  0.09
H  -1.74479  1.16806  2.92133  0.10
H  -2.97765  -1.12764  0.52231  0.08
H  1.06639  2.99285  -0.89978  0.08
H  -0.07934  0.19415  -1.29959  0.07
H  -3.41398  -1.10196  -1.09524  0.07
H  2.45326  2.06146  -0.51849  0.09
H  2.69657  -1.44326  1.15489  0.11
H  0.24866  2.31769  -3.11272  0.09
H  3.11150  3.69509  0.84084  0.07
H  -2.23344  -2.39163  -0.07083  0.06
H  3.01416  1.81099  2.12283  0.11
H  -2.96188  -2.10269  -2.52307  0.09
H  -3.00387  0.12291  1.61956  0.10
H  -0.88518  -2.00870  1.05823  0.05
H  3.38636  0.75221  0.64172  0.12
H  3.77783  0.23790  2.28090  0.11
H  2.79009  -0.72329  -3.16236  0.07
H  1.46375  0.31413  2.71954  0.15
H  -1.39505  -0.63492  1.29911  0.07
H  -1.48892  -4.51119  -0.08738  0.09
H  -1.58874  -0.12371  -1.10431  -0.13
H  1.07355  -0.79805  -3.03335  0.06
H  1.87475  0.15015  0.70584  -0.19
H  1.32210  -3.60719  2.11714  0.07
H  -0.62750  -2.34201  -0.63197  0.09
H  0.92732  -1.79594  1.52596  0.09
H  -2.17158  1.79470  -2.79086  0.10
H  1.70206  -1.15103  -0.86860  -0.11
H  -0.03993  0.90324  0.23783  0.07

Its net charge is 0. Its multiplicity is 1. As for the HOMO energy: -8.5 eV.


x | DFT (ωB97M-V/def2-TZVPD) results for a cluster of 10 separate species, C10H40O10 in total.

Last column: Löwdin charge in e.
Element x y z (Å)
O  3.04926  -3.14885  4.35503  -0.13
O  6.28462  1.63115  -1.67140  -0.13
O  -2.09059  -5.08912  -2.69031  -0.13
O  -0.97326  -0.21970  -0.74138  -0.12
O  -2.19367  0.28549  6.31600  -0.12
O  -5.31823  0.11967  -0.79175  -0.12
O  1.47938  2.97399  -6.59244  -0.13
O  1.28920  5.27878  1.80885  -0.13
O  -3.15574  -3.01066  3.53441  -0.12
O  0.26093  -2.22907  -4.42824  -0.12
C  2.65516  2.94680  -5.77473  -0.16
C  -0.44910  -1.36656  -5.24847  -0.18
C  1.74942  4.46170  2.89871  -0.15
C  -2.15874  1.39544  5.45776  -0.18
C  -5.54915  0.93004  0.32845  -0.18
C  -0.08856  0.61238  -0.07930  -0.18
C  5.88551  1.82934  -0.31796  -0.16
C  -2.05403  -3.04644  2.68638  -0.18
C  2.97771  -1.70747  4.50690  -0.14
C  -3.24313  -5.35459  -3.49186  -0.16
H  1.18546  -1.97661  -4.48412  0.08
H  -1.36407  -2.20302  2.65977  0.07
H  -2.01774  1.02395  4.44276  0.08
H  -5.46559  0.30055  1.21437  0.07
H  -0.63479  1.47506  0.30216  0.08
H  2.64631  3.91663  2.60444  0.07
H  -2.73084  -0.32820  5.80961  0.07
H  -4.83458  1.75312  0.33510  0.07
H  -1.41423  2.06645  5.88619  0.08
H  -3.08776  1.96490  5.48482  0.07
H  -3.89412  -4.53666  -3.18314  0.07
H  0.97713  3.71281  3.07434  0.07
H  -2.31497  -3.33923  1.66939  0.08
H  -0.19307  -0.32490  -5.05480  0.08
H  0.58833  0.96374  -0.85805  0.08
H  3.50555  -3.37451  3.54111  0.06
H  0.92574  3.69615  -6.28655  0.07
H  1.85009  5.02019  3.82933  0.07
H  -1.45188  -3.83326  3.14071  0.07
H  5.09613  1.10223  -0.12749  0.08
H  3.27673  2.13275  -6.14765  0.07
H  1.95403  5.91795  1.54226  0.07
H  6.90093  2.29188  -1.99575  0.07
H  -1.57364  -4.44576  -3.18066  0.06
H  3.31862  3.79252  -5.95549  0.07
H  3.67523  -1.52674  5.32477  0.07
H  -6.52723  1.40778  0.27178  0.08
H  -3.82529  -3.62079  3.21654  0.08
H  -1.52448  -1.53839  -5.20251  0.08
H  0.43400  0.15452  0.76058  0.07
H  -3.03536  -5.45518  -4.55714  0.08
H  3.38963  -1.23968  3.61271  0.07
H  2.01745  -1.22351  4.68515  0.07
H  6.69451  1.71043  0.40279  0.07
H  -4.37536  0.03894  -0.95320  0.07
H  5.54010  2.85865  -0.22147  0.07
H  2.43063  2.69421  -4.73844  0.07
H  -3.78649  -6.21049  -3.09149  0.07
H  -0.09202  -1.60545  -6.25024  0.08
H  -0.61990  -0.50545  -1.58700  0.07

Its net charge is 0. Its multiplicity is 1. The SMILES is CO.CO.CO.CO.CO.CO.CO.CO.CO.CO. As for the HOMO energy: -10.0 eV.


Relative stability in kJ/mol, measured from the most stable structure: w 980.5; x 0.0